Record 1
91
Properties=species:S:1:pos:R:3:lowdin_charge:R:1 method="wB97M-V/def2-TZVPD" relative_energy_ev=1.0482 charge=-1 homo_ev=-6.0186 homo_lumo_gap_ha=0.291
In 0.44 -0.34 -0.42 0.38
Cl -2.34 2.44 0.17 0.60
C -2.67 1.57 1.67 -0.97
Cl -1.19 0.81 2.25 0.56
H -3.39 0.78 1.45 0.00
H -3.04 2.27 2.43 0.03
Cl 1.91 1.89 2.10 0.76
C 1.40 2.62 0.64 -0.71
C 0.68 1.85 -0.25 -0.39
C 0.36 2.40 -1.48 -0.80
Cl -0.41 1.35 -2.58 0.76
C 0.68 3.71 -1.80 -0.71
Cl 0.27 4.37 -3.33 0.69
C 1.38 4.48 -0.88 -0.70
Cl 1.82 6.09 -1.26 0.68
C 1.76 3.93 0.34 -0.70
Cl 2.69 4.85 1.45 0.68
N 3.02 -2.38 -2.08 0.16
C 1.94 -3.01 -1.56 -0.42
N 1.81 -4.34 -1.51 0.07
N 0.63 -4.55 -0.97 -0.04
N 0.04 -3.44 -0.70 -0.11
N 0.84 -2.42 -1.06 -0.04
C 3.21 -1.03 -2.02 -0.46
N 4.32 -0.42 -2.41 0.04
N 4.08 0.87 -2.18 -0.07
N 2.92 1.05 -1.70 -0.04
N 2.30 -0.15 -1.58 -0.06
H 3.80 -2.94 -2.37 0.15
F -1.26 -2.58 -3.62 0.08
C -1.27 -3.89 -3.31 -0.24
C -1.96 -4.25 -2.16 -0.17
C -1.99 -5.58 -1.81 -0.24
F -2.68 -5.97 -0.74 0.11
C -1.35 -6.54 -2.58 -0.14
F -1.41 -7.84 -2.24 0.11
C -0.65 -6.16 -3.72 -0.13
F -0.04 -7.08 -4.47 0.12
C -0.61 -4.82 -4.10 -0.14
F 0.02 -4.45 -5.21 0.11
Ge -2.85 -2.75 -1.21 0.73
S -2.07 -1.00 -0.24 0.29
C -4.03 -3.51 0.24 -0.13
C -5.40 -3.32 0.34 -0.21
F -6.05 -2.64 -0.62 0.10
C -6.14 -3.81 1.41 -0.13
F -7.47 -3.64 1.46 0.11
C -5.49 -4.47 2.45 -0.13
F -6.18 -4.93 3.50 0.12
C -4.11 -4.64 2.39 -0.13
F -3.47 -5.24 3.40 0.11
C -3.42 -4.16 1.29 -0.25
F -2.09 -4.30 1.25 0.08
C -4.21 -2.41 -2.68 -0.12
C -4.96 -3.50 -3.09 -0.23
F -4.74 -4.67 -2.47 0.09
C -5.93 -3.43 -4.07 -0.13
F -6.64 -4.51 -4.42 0.11
C -6.17 -2.21 -4.69 -0.13
F -7.11 -2.11 -5.64 0.12
C -5.44 -1.09 -4.30 -0.13
F -5.68 0.09 -4.89 0.11
C -4.47 -1.21 -3.31 -0.22
F -3.78 -0.12 -2.96 0.08
C 0.71 -3.06 2.21 -0.25
P 1.38 -1.36 2.03 0.96
C 3.17 -1.66 1.87 -0.37
C 3.95 -0.77 1.14 -0.12
C 5.31 -0.98 0.99 -0.07
C 5.91 -2.08 1.59 -0.08
C 5.14 -2.96 2.33 -0.08
C 3.78 -2.76 2.48 -0.08
C 1.27 -0.83 3.77 -0.41
C 0.14 -1.13 4.51 -0.14
C 0.05 -0.76 5.84 -0.08
C 1.09 -0.06 6.44 -0.09
C 2.22 0.25 5.70 -0.08
C 2.31 -0.13 4.37 -0.14
H 0.87 -3.44 3.22 0.05
H 1.19 -3.71 1.49 0.04
H -0.35 -3.04 1.99 0.02
H 3.49 0.09 0.67 0.06
H 5.90 -0.28 0.42 0.11
H 6.97 -2.24 1.48 0.10
H 5.59 -3.82 2.80 0.10
H 3.19 -3.45 3.06 0.10
H -0.68 -1.67 4.05 0.10
H -0.82 -1.03 6.42 0.10
H 1.01 0.23 7.48 0.10
H 3.03 0.79 6.16 0.10
H 3.20 0.09 3.80 0.09



Record 2
80
Properties=species:S:1:pos:R:3:lowdin_charge:R:1 method="wB97M-V/def2-TZVPD" relative_energy_ev=1.3816 homo_ev="-6.0735 / -7.1512" spin_multiplicity=6 homo_lumo_gap_ha="0.175 / 0.169"
Ru 9.46 14.75 14.61 1.50
C 10.90 14.94 8.14 -0.04
C 10.99 13.56 8.33 -0.10
C 10.75 12.97 9.52 -0.02
C 10.30 13.72 10.64 -0.09
C 9.96 13.44 12.00 -0.26
N 9.66 14.61 12.65 -0.03
C 9.82 15.64 11.74 -0.24
N 9.60 16.88 11.96 0.18
C 9.12 17.37 13.12 -0.24
C 8.75 18.77 13.28 -0.08
C 9.05 19.88 12.47 0.00
C 8.71 21.10 13.00 -0.10
C 8.23 21.34 14.29 -0.08
C 8.02 20.25 15.12 -0.02
C 8.37 18.99 14.66 -0.08
C 8.43 17.66 15.24 -0.26
N 8.11 17.32 16.45 0.20
C 8.13 16.17 17.04 -0.22
N 8.49 14.91 16.38 -0.03
C 8.29 13.85 17.27 -0.25
N 8.56 12.58 17.08 0.18
C 8.91 12.10 15.82 -0.25
N 9.01 12.70 14.66 0.01
C 9.40 11.84 13.66 -0.27
N 9.80 12.21 12.49 0.21
C 9.42 10.50 14.23 -0.11
C 9.72 9.30 13.70 -0.02
C 9.74 8.24 14.58 -0.10
C 9.55 8.30 15.91 -0.08
C 9.21 9.53 16.50 0.01
C 9.17 10.64 15.64 -0.06
C 7.73 14.46 18.58 -0.08
C 7.36 13.86 19.76 -0.01
C 6.84 14.68 20.72 -0.08
C 6.84 16.05 20.58 -0.05
C 7.23 16.60 19.40 -0.03
C 7.72 15.84 18.40 -0.16
N 8.95 16.74 14.32 0.02
C 10.30 15.10 10.42 -0.09
C 10.53 15.77 9.23 0.02
H 11.12 15.25 7.15 0.09
H 11.41 12.94 7.54 0.11
H 10.75 11.89 9.49 0.12
H 9.56 19.72 11.53 0.11
H 8.94 22.04 12.48 0.11
H 7.92 22.30 14.70 0.11
H 7.53 20.52 16.06 0.12
H 9.92 9.16 12.63 0.13
H 10.03 7.28 14.18 0.10
H 9.63 7.41 16.53 0.11
H 9.07 9.74 17.56 0.11
H 7.39 12.81 19.99 0.12
H 6.62 14.23 21.65 0.10
H 6.40 16.61 21.44 0.12
H 7.16 17.64 19.15 0.12
H 10.47 16.84 9.20 0.11
O 13.42 14.76 15.73 0.05
N 12.29 14.78 15.26 -0.56
O 11.80 15.86 14.84 -0.08
O 11.51 13.76 15.26 -0.12
C 12.05 18.31 17.34 -0.04
N 13.12 17.50 17.83 -0.07
C 13.00 16.29 18.48 -0.78
Se 11.47 15.37 18.88 0.61
N 14.23 15.86 18.77 0.11
C 15.20 16.73 18.29 -0.15
C 16.59 16.69 18.16 -0.01
C 17.19 17.78 17.55 -0.10
C 16.45 18.86 17.05 -0.09
C 15.08 18.86 17.10 -0.02
C 14.47 17.76 17.66 -0.16
H 11.17 17.76 17.62 0.03
H 12.08 18.44 16.27 0.09
H 12.03 19.33 17.80 0.11
H 14.31 14.95 19.17 0.14
H 17.21 15.91 18.61 0.12
H 18.22 17.74 17.38 0.08
H 17.04 19.60 16.53 0.10
H 14.48 19.74 16.76 0.13



Record 3
85
Properties=species:S:1:pos:R:3:lowdin_charge:R:1 method="wB97M-V/def2-TZVPD" homo_ev="-6.3807 / -6.3746" homo_lumo_gap_ha="0.183 / 0.183"
Y 0.38 -0.05 0.64 1.43
C 0.45 -5.22 4.79 -0.07
C 1.02 -5.92 3.73 -0.07
C 1.03 -5.39 2.44 0.00
C 0.46 -4.14 2.27 -0.10
C 0.28 -3.30 1.08 -0.32
N -0.34 -2.13 1.45 0.04
C -0.66 -2.21 2.77 -0.27
N -1.44 -1.39 3.44 0.21
C -2.01 -0.33 2.89 -0.26
C -3.24 0.26 3.43 -0.10
C -4.01 -0.05 4.54 0.00
C -5.15 0.70 4.76 -0.07
C -5.53 1.72 3.88 -0.07
C -4.76 2.02 2.76 -0.01
C -3.61 1.28 2.55 -0.10
C -2.60 1.29 1.49 -0.27
N -2.66 2.07 0.45 0.21
C -1.92 1.90 -0.66 -0.30
N -1.15 0.83 -0.97 0.06
C -0.70 0.98 -2.25 -0.31
N -0.07 0.07 -2.98 0.20
C 0.25 -1.13 -2.53 -0.31
N 0.24 -1.55 -1.23 0.06
C 0.52 -2.87 -1.20 -0.30
N 0.62 -3.67 -0.13 0.19
C 0.79 -3.34 -2.55 -0.12
C 1.17 -4.58 -3.05 -0.02
C 1.40 -4.68 -4.41 -0.08
C 1.25 -3.57 -5.25 -0.09
C 0.86 -2.34 -4.76 -0.02
C 0.64 -2.23 -3.39 -0.12
C -1.12 2.28 -2.76 -0.12
C -0.88 2.94 -3.96 -0.02
C -1.42 4.21 -4.11 -0.08
C -2.20 4.79 -3.10 -0.08
C -2.46 4.12 -1.91 -0.01
C -1.90 2.86 -1.75 -0.11
N -1.65 0.33 1.77 0.06
C -0.12 -3.45 3.33 -0.09
C -0.14 -3.98 4.61 0.00
H 0.46 -5.67 5.78 0.10
H 1.47 -6.88 3.91 0.10
H 1.47 -5.92 1.61 0.11
H -3.71 -0.85 5.21 0.11
H -5.78 0.49 5.62 0.10
H -6.43 2.28 4.08 0.10
H -5.06 2.80 2.07 0.11
H 1.27 -5.43 -2.39 0.11
H 1.70 -5.63 -4.84 0.10
H 1.43 -3.69 -6.31 0.10
H 0.72 -1.48 -5.41 0.11
H -0.29 2.48 -4.73 0.11
H -1.25 4.76 -5.02 0.10
H -2.61 5.78 -3.25 0.10
H -3.07 4.56 -1.14 0.11
H -0.59 -3.43 5.43 0.12
C 2.78 2.20 -2.81 0.00
C 2.18 1.88 -1.48 -0.24
N 2.25 0.71 -0.95 0.02
N 2.96 -0.26 -1.58 0.00
C 3.31 -1.39 -0.92 -0.84
N 3.98 -2.28 -1.70 0.11
S 3.05 -1.64 0.70 0.76
C 1.48 2.91 -0.67 -0.21
C 1.55 4.26 -0.97 0.01
C 0.94 5.17 -0.12 -0.03
C 0.29 4.71 1.00 -0.02
C 0.26 3.34 1.23 -0.11
N 0.82 2.47 0.41 0.05
H 2.49 1.45 -3.54 0.08
H 2.41 3.15 -3.19 0.07
H 3.87 2.25 -2.74 0.10
H 3.32 -0.08 -2.51 0.14
H 3.78 -2.31 -2.69 0.11
H 4.14 -3.18 -1.27 0.10
H 2.08 4.61 -1.84 0.11
H 0.99 6.23 -0.34 0.11
H -0.19 5.39 1.70 0.12
H -0.24 2.94 2.11 0.12
O 2.04 2.52 3.61 -0.32
Cl 2.47 1.26 3.10 0.66
O 3.20 1.42 1.88 -0.37
O 3.20 0.51 4.06 -0.29
O 1.22 0.48 2.79 -0.50



Record 4
95
Properties=species:S:1:pos:R:3:lowdin_charge:R:1 method="wB97M-V/def2-TZVPD" relative_energy_ev=0.8481 charge=-2 homo_ev=-3.8719 homo_lumo_gap_ha=0.273
La 0.25 -1.45 1.24 2.20
O 0.38 -5.66 -0.43 0.01
C 0.38 -4.65 0.28 -0.63
O -0.21 -3.55 0.08 -0.21
C 1.00 -4.80 1.67 -0.17
C 1.63 -5.93 2.18 -0.01
C 2.13 -5.92 3.48 -0.08
C 1.93 -4.83 4.28 0.00
C 1.35 -3.70 3.67 -0.16
N 0.89 -3.71 2.45 0.06
C 1.31 -2.30 4.30 -0.59
O 1.94 -2.15 5.35 0.02
O 0.67 -1.46 3.59 -0.20
H 1.74 -6.79 1.50 0.11
H 2.76 -6.79 3.88 0.12
H 2.24 -4.70 5.27 0.09
O 0.89 0.18 -0.72 -0.43
P 0.31 1.37 -1.44 0.78
C -1.50 1.18 -1.76 -0.24
P -1.89 -0.60 -1.80 0.75
O -1.47 -1.15 -0.50 -0.45
C -1.15 -1.37 -3.22 -0.30
C -0.55 -2.62 -2.97 -0.01
C -0.01 -3.34 -4.04 -0.02
C 0.06 -2.67 -5.28 -0.07
C -0.47 -1.40 -5.46 -0.11
C -1.00 -0.71 -4.40 -0.14
C -3.66 -0.89 -1.98 -0.24
C -4.45 -0.84 -0.86 -0.05
C -5.81 -1.24 -0.85 -0.05
C -6.33 -1.63 -2.07 -0.11
C -5.60 -1.68 -3.28 -0.07
C -4.25 -1.30 -3.19 -0.07
C 0.55 2.91 -0.54 -0.31
C -0.43 3.78 -0.14 -0.08
C -0.01 4.97 0.47 -0.06
C 1.35 5.21 0.70 -0.09
C 2.32 4.30 0.35 -0.05
C 1.91 3.12 -0.32 -0.05
C 1.05 1.63 -3.05 -0.30
C 1.06 2.91 -3.53 -0.08
C 1.46 3.18 -4.83 -0.07
C 1.97 2.14 -5.63 -0.07
C 2.09 0.87 -5.08 -0.08
C 1.60 0.58 -3.79 -0.09
H -1.84 1.68 -2.67 0.08
H -1.94 1.59 -0.90 0.03
H -0.62 -3.13 -2.01 0.09
H 0.27 -4.36 -4.04 0.10
H 0.42 -3.12 -6.17 0.08
H -0.34 -0.85 -6.40 0.11
H -1.28 0.36 -4.51 0.12
H -4.05 -0.58 0.11 0.10
H -6.36 -1.30 0.09 0.12
H -7.32 -2.04 -2.13 0.09
H -6.05 -2.05 -4.19 0.09
H -3.64 -1.34 -4.04 0.07
H -1.44 3.51 -0.33 0.09
H -0.71 5.75 0.71 0.09
H 1.65 6.12 1.21 0.10
H 3.34 4.47 0.67 0.11
H 2.55 2.29 -0.51 0.08
H 0.84 3.73 -2.87 0.10
H 1.38 4.12 -5.28 0.08
H 2.14 2.19 -6.69 0.09
H 2.47 0.03 -5.62 0.10
H 1.61 -0.42 -3.35 0.12
F -3.99 -1.07 2.35 0.14
B -2.87 -1.31 3.10 -1.31
F -2.01 -1.99 2.26 0.04
F -3.10 -2.10 4.20 0.15
F -2.28 -0.04 3.50 0.07
N 2.68 -2.17 0.39 0.04
C 3.50 -1.47 -0.06 -0.39
N 4.49 -0.81 -0.60 0.05
C 4.16 0.18 -1.44 -0.39
N 4.01 1.07 -2.17 0.11
O 0.88 4.08 7.23 0.03
N 0.12 3.95 6.29 -0.39
O -0.89 4.61 6.17 0.05
C 0.59 3.14 5.21 -0.14
C 1.89 2.67 5.11 0.09
C 2.20 1.99 3.96 -0.04
C 1.24 1.61 2.98 -0.31
O 1.45 1.03 1.92 -0.06
C -0.11 2.11 3.18 -0.08
C -0.36 2.90 4.20 0.06
N -1.20 1.87 2.28 -0.30
O -1.14 0.94 1.49 -0.04
O -2.10 2.69 2.27 0.08
N 3.65 1.67 3.82 -0.35
O 3.93 0.66 3.26 0.12
O 4.47 2.46 4.29 0.02
H 2.70 2.92 5.84 0.15
H -1.39 3.24 4.34 0.15



Record 5
94
Properties=species:S:1:pos:R:3:lowdin_charge:R:1 method="wB97M-V/def2-TZVPD" charge=+2 homo_ev="-14.7919 / -14.7919" homo_lumo_gap_ha="0.271 / 0.271"
Co -0.92 -0.17 0.78 0.53
C -2.08 -0.63 -2.51 -0.02
C -2.77 0.38 -1.67 -0.25
C -3.91 0.98 -2.21 0.03
C -4.52 2.02 -1.56 0.02
C -3.99 2.46 -0.36 0.03
C -2.90 1.80 0.16 -0.21
N -2.28 0.77 -0.47 0.11
C -2.32 2.17 1.45 -0.18
C -2.87 3.10 2.31 0.05
C -2.27 3.29 3.54 0.03
C -1.20 2.50 3.91 0.05
C -0.73 1.57 3.01 -0.18
N -1.24 1.46 1.78 0.08
C 0.22 0.52 3.35 -0.22
C 0.95 0.55 4.51 0.02
C 1.69 -0.57 4.86 0.01
C 1.65 -1.67 4.04 0.03
C 0.94 -1.63 2.84 -0.25
C 0.96 -2.81 1.95 0.01
N 0.25 -0.52 2.48 0.11
H -2.78 -1.42 -2.79 0.11
H -1.24 -1.08 -2.01 0.03
H -1.75 -0.15 -3.43 0.11
H -4.28 0.61 -3.15 0.14
H -5.39 2.50 -1.98 0.14
H -4.43 3.30 0.15 0.12
H -3.75 3.66 2.04 0.13
H -2.68 4.02 4.24 0.14
H -0.77 2.57 4.90 0.13
H 0.96 1.43 5.14 0.13
H 2.28 -0.58 5.77 0.14
H 2.16 -2.58 4.31 0.14
H 1.59 -3.59 2.37 0.11
H 1.37 -2.50 1.01 0.05
H -0.03 -3.20 1.79 0.06
F -5.22 -1.72 3.83 0.19
C -4.79 -1.81 2.60 -0.67
F -5.30 -2.87 2.00 0.18
F -5.11 -0.71 1.92 0.16
S -2.92 -1.97 2.67 0.71
O -2.44 -0.69 2.09 -0.34
O -2.55 -2.21 4.01 -0.21
N -2.51 -3.16 1.69 -0.26
S -2.39 -2.67 0.20 0.70
O -1.08 -1.96 0.01 -0.40
O -3.53 -2.01 -0.36 -0.22
C -2.10 -4.23 -0.73 -0.69
F -3.16 -5.00 -0.61 0.21
F -1.02 -4.83 -0.26 0.18
F -1.91 -3.87 -1.98 0.17
F -0.08 5.53 -4.43 0.16
C 1.03 5.44 -3.68 -0.60
F 1.03 6.49 -2.84 0.17
F 2.09 5.55 -4.48 0.16
C 1.03 4.14 -2.91 -0.09
C -0.02 3.89 -2.05 0.02
C -0.06 2.70 -1.35 -0.05
C 0.95 1.76 -1.53 -0.33
C 2.02 2.03 -2.38 -0.06
C 2.06 3.23 -3.07 0.03
P 0.95 0.17 -0.66 1.18
C 2.47 0.23 0.30 -0.33
C 2.49 1.06 1.43 -0.08
C 3.63 1.15 2.20 0.02
C 4.75 0.41 1.86 -0.09
C 4.77 -0.37 0.72 0.03
C 3.62 -0.47 -0.06 -0.04
C 5.99 0.49 2.73 -0.59
F 5.66 0.77 4.00 0.15
F 6.66 -0.67 2.71 0.16
F 6.81 1.45 2.30 0.17
C 1.15 -1.07 -1.99 -0.33
C 0.78 -0.70 -3.28 -0.09
C 0.77 -1.63 -4.31 0.03
C 1.13 -2.94 -4.05 -0.08
C 1.54 -3.32 -2.78 0.02
C 1.55 -2.39 -1.76 -0.07
C 1.03 -4.00 -5.13 -0.59
F 0.82 -3.46 -6.33 0.16
F 2.15 -4.73 -5.18 0.17
F 0.01 -4.83 -4.85 0.16
H -0.80 4.63 -1.92 0.14
H -0.87 2.50 -0.66 0.07
H 2.82 1.31 -2.50 0.13
H 2.88 3.44 -3.74 0.14
H 1.62 1.65 1.67 0.10
H 3.65 1.79 3.08 0.13
H 5.66 -0.92 0.45 0.14
H 3.64 -1.08 -0.95 0.11
H 0.50 0.32 -3.50 0.11
H 0.47 -1.34 -5.31 0.14
H 1.85 -4.34 -2.60 0.14
H 1.89 -2.71 -0.80 0.09



Molar mass per entry: 1406.24 886.74 895.15 1101.35 1066.69 g/mol
Calculated total energy per entry: -9752.70238 -4862.98278 -3394.71007 -4040.94802 -6078.55903 Ha
Maximum force per entry: 1.4 3.1 0.5 3.4 1.2 eV/A